Below is C16H11N4PdS as an isolated structure at a distorted geometry, with properties calculated with ωB97M-V with the def2-TZVPD basis set.

Total energy in Ha: -1361.1962
E_HOMO (spin up / spin down) in eV: -10.53 / -10.53
Lowest unoccupied orbital energy (spin up / spin down) in eV: -5.103 / -5.108
Frontier orbital gap (spin up / spin down) in eV: 5.42 / 5.42

Structure (ORCA input):
```
! wB97M-V def2-TZVPD RIJCOSX def2/J DEFGRID3
* xyz 1 1
Pd -1.116 -0.004 0.992
C -1.356 4.479 0.383
C -0.125 4.742 -0.201
C 0.685 3.682 -0.576
C 0.243 2.376 -0.370
N -0.959 2.140 0.195
C -1.732 3.155 0.560
C 0.992 1.174 -0.791
C 2.141 1.204 -1.582
C 2.720 0.003 -1.967
C 2.139 -1.197 -1.588
C 0.993 -1.170 -0.797
N 0.474 0.001 -0.402
C 0.247 -2.375 -0.385
C 0.689 -3.680 -0.598
C -0.122 -4.742 -0.229
C -1.353 -4.482 0.357
C -1.729 -3.159 0.542
N -0.954 -2.142 0.181
H -2.009 5.278 0.692
H 0.198 5.758 -0.365
H 1.647 3.874 -1.019
H -2.691 2.892 0.993
H 2.575 2.138 -1.893
H 3.611 0.004 -2.572
H 2.569 -2.133 -1.902
H 1.649 -3.875 -1.042
H 0.200 -5.758 -0.398
H -2.006 -5.284 0.663
H -2.687 -2.896 0.977
S -1.298 0.003 5.455
C -1.652 -0.002 3.910
N -1.984 -0.005 2.776
*
```

Atomic partial charges in e from the natural (NBO) method, atoms 1 to 6:
1 Pd 1.049
2 C -0.217
3 C -0.122
4 C -0.203
5 C 0.162
6 N -0.459